Record 1
The following is a quantum chemistry calculation of 2 unconnected molecules or ions with the total composition C4H7NO2, from the Open Molecules 2025 dataset.

Positions of all 14 atoms, in Å:
C: -1.558 -1.180 0.732
C: -0.024 0.307 -0.305
C: -0.992 1.213 0.157
O: -2.101 0.786 0.549
C: 1.397 0.691 -0.269
O: 1.794 1.710 0.282
N: 2.267 -0.167 -0.904
H: -1.290 -0.989 1.763
H: -2.615 -1.310 0.539
H: -0.930 -1.903 0.221
H: -0.365 -0.318 -1.131
H: -0.811 2.295 0.186
H: 1.981 -1.110 -1.112
H: 3.248 -0.026 -0.707

Results
- E_LUMO (spin up / spin down): -0.74 / -0.74 eV
- E_tot: -361.719200 Eh
- Energy above the lowest of the compared OMol25 structures with the same formula, charge and spin: 101.4 kcal per mole
- HOMO level (spin up / spin down): -8.54 / -8.54 eV

natural (NBO) population analysis, charges in e, atoms 1 to 5: C -0.270; C -0.562; C 0.382; O -0.530; C 0.636


Record 2
The following is a quantum chemistry calculation of a single C4H7NO2 molecule in a non-equilibrium geometry, from the Open Molecules 2025 dataset.

Positions of all 14 atoms, in Å:
O: 1.684 1.866 1.167
C: 1.046 0.852 1.082
C: 0.173 0.249 -0.001
C: 0.665 -1.066 -0.621
O: -0.379 -1.938 -0.963
C: -0.862 0.924 -0.739
N: -1.062 -0.032 0.687
H: 0.682 0.179 1.920
H: 1.344 -1.519 0.115
H: 1.217 -0.848 -1.538
H: -0.997 -1.929 -0.212
H: -0.988 0.671 -1.810
H: -1.259 1.891 -0.471
H: -1.264 0.700 1.384

Results
- E_LUMO: 0.67 eV
- E_tot: -361.737824 Eh
- Energy above the lowest of the compared OMol25 structures with the same formula, charge and spin: 89.8 kcal per mole
- SMILES string: O=C[C@]1(CO)CN1
- HOMO level: -10.19 eV

natural (NBO) population analysis, charges in e, atoms 1 to 5: O -0.483; C 0.449; C -0.126; C -0.047; O -0.710


Record 3
The following is a quantum chemistry calculation of a single C4H7NO2 molecule, from the Open Molecules 2025 dataset.

Positions of all 14 atoms, in Å:
O: -0.844 -0.603 1.449
C: -0.982 -0.052 0.150
C: -0.277 -0.926 -0.876
N: 1.159 -0.952 -0.578
C: 1.640 -0.012 0.124
O: 1.062 1.134 0.530
C: -0.285 1.304 0.086
H: -0.066 -1.178 1.443
H: -2.051 0.054 -0.054
H: -0.472 -0.589 -1.903
H: -0.649 -1.954 -0.808
H: 2.641 -0.096 0.541
H: -0.279 1.689 -0.942
H: -0.737 2.044 0.743

Results
- E_LUMO: 0.86 eV
- E_tot: -361.824725 Eh
- Energy above the lowest of the compared OMol25 structures with the same formula, charge and spin: 35.2 kcal per mole
- SMILES string: O[C@@H]1CN=COC1
- HOMO level: -9.80 eV

natural (NBO) population analysis, charges in e, atoms 1 to 5: O -0.710; C 0.043; C -0.278; N -0.512; C 0.392


Record 4
The following is a quantum chemistry calculation of 2 unconnected molecules or ions with the total composition C4H7NO2, from the Open Molecules 2025 dataset.

Positions of all 14 atoms, in Å:
N: 1.803 0.674 1.616
C: 1.000 1.432 0.834
O: 0.625 2.563 1.055
C: 0.131 -1.437 0.034
C: -1.201 -1.111 -0.345
C: -1.277 -0.165 -1.520
O: -1.739 -1.456 -1.646
H: 1.988 0.998 2.552
H: 1.699 -0.325 1.485
H: 0.618 -1.884 -0.851
H: 0.737 0.903 -0.099
H: -1.965 -0.921 0.404
H: -0.393 0.111 -2.092
H: -2.027 0.617 -1.425

Results
- E_LUMO: -1.07 eV
- E_tot: -361.674056 Eh
- Energy above the lowest of the compared OMol25 structures with the same formula, charge and spin: 129.8 kcal per mole
- HOMO level: -9.51 eV

natural (NBO) population analysis, charges in e, atoms 1 to 5: N -0.828; C 0.536; O -0.607; C -0.101; C -0.169


Record 5
The following is a quantum chemistry calculation of a single C4H7NO2 molecule, from the Open Molecules 2025 dataset.

Positions of all 14 atoms, in Å:
C: 0.979 0.669 0.850
C: 0.296 -0.447 0.099
N: 0.270 -1.703 0.329
O: 0.962 -2.079 1.467
C: -0.471 -0.057 -1.123
C: -1.516 0.955 -0.995
O: -0.259 1.272 -1.570
H: 2.063 0.537 0.806
H: 0.756 1.628 0.371
H: 0.684 0.722 1.902
H: 0.849 -3.040 1.461
H: -0.541 -0.806 -1.907
H: -2.351 0.990 -1.688
H: -1.721 1.359 -0.002

Results
- E_LUMO: 0.99 eV
- E_tot: -361.749305 Eh
- Energy above the lowest of the compared OMol25 structures with the same formula, charge and spin: 82.5 kcal per mole
- SMILES string: C/C(=N\O)[C@H]1CO1
- HOMO level: -9.49 eV

natural (NBO) population analysis, charges in e, atoms 1 to 5: C -0.700; C 0.191; N -0.137; O -0.565; C 0.021


Record 6
The following is a quantum chemistry calculation of a single C4H7NO2 molecule in a non-equilibrium geometry, from the Open Molecules 2025 dataset.

Positions of all 14 atoms, in Å:
C: -1.077 -1.128 1.015
C: -0.300 -0.376 -0.033
C: -0.786 1.195 -0.122
O: -1.634 0.869 -0.925
C: 1.139 -0.146 0.215
N: 1.806 0.426 -0.841
O: 1.652 -0.394 1.285
H: -0.885 -0.671 1.984
H: -2.155 -1.115 0.805
H: -0.744 -2.170 1.034
H: -0.394 -0.907 -1.018
H: -0.233 2.171 -0.361
H: 1.338 0.743 -1.679
H: 2.761 0.702 -0.689

Results
- E_LUMO: 0.05 eV
- E_tot: -361.765734 Eh
- Energy above the lowest of the compared OMol25 structures with the same formula, charge and spin: 72.2 kcal per mole
- SMILES string: C[C@@H](C=O)C(N)=O
- HOMO level: -8.87 eV

natural (NBO) population analysis, charges in e, atoms 1 to 5: C -0.610; C -0.292; C 0.348; O -0.501; C 0.644


Record 7
The following is a quantum chemistry calculation of a single C4H7NO2 molecule, from the Open Molecules 2025 dataset.

Positions of all 14 atoms, in Å:
O: 1.054 -1.477 0.363
C: 0.118 -0.853 -0.497
C: 0.644 0.475 -1.030
N: 0.782 1.452 0.048
C: -0.004 1.333 1.037
O: -0.980 0.429 1.256
C: -1.179 -0.578 0.253
H: 1.569 -0.779 0.795
H: -0.073 -1.554 -1.317
H: -0.036 0.869 -1.798
H: 1.620 0.335 -1.513
H: 0.067 2.018 1.880
H: -1.969 -0.237 -0.429
H: -1.513 -1.475 0.782

Results
- E_LUMO: 0.82 eV
- E_tot: -361.828755 Eh
- Energy above the lowest of the compared OMol25 structures with the same formula, charge and spin: 32.7 kcal per mole
- SMILES string: O[C@@H]1CN=COC1
- HOMO level: -9.91 eV

natural (NBO) population analysis, charges in e, atoms 1 to 5: O -0.712; C 0.044; C -0.280; N -0.507; C 0.396


Record 8
The following is a quantum chemistry calculation of a single C4H7NO2 molecule in a non-equilibrium geometry, from the Open Molecules 2025 dataset.

Positions of all 14 atoms, in Å:
C: 1.103 -0.615 -1.128
C: 0.273 0.063 0.005
C: 0.373 1.648 -0.136
O: -0.598 2.316 0.036
N: -1.076 -0.376 0.176
C: -1.432 -0.753 1.442
O: -2.591 -0.684 1.800
H: 1.164 0.057 -2.010
H: 0.724 -1.581 -1.433
H: 2.152 -0.750 -0.838
H: 0.927 -0.221 0.843
H: 1.375 2.016 -0.386
H: -1.713 -0.113 -0.554
H: -0.682 -1.008 2.183

Results
- E_LUMO: 0.63 eV
- E_tot: -361.824253 Eh
- Energy above the lowest of the compared OMol25 structures with the same formula, charge and spin: 35.5 kcal per mole
- SMILES string: C[C@@H](C=O)NC=O
- HOMO level: -9.68 eV

natural (NBO) population analysis, charges in e, atoms 1 to 5: C -0.625; C -0.162; C 0.433; O -0.495; N -0.623


Record 9
The following is a quantum chemistry calculation of a molecular structure, C4H7NO2, from the Open Molecules 2025 dataset.

Positions of all 14 atoms, in Å:
C: 1.284 -0.177 -1.527
N: 0.488 -0.366 -0.344
C: 0.830 -0.874 0.783
O: -0.163 -0.919 1.601
C: -1.194 -0.252 0.408
O: -2.003 -0.986 -0.061
C: -1.362 1.180 0.834
H: 2.300 -0.563 -1.380
H: 0.833 -0.699 -2.377
H: 1.340 0.889 -1.769
H: 1.821 -1.238 1.071
H: -2.112 1.204 1.630
H: -1.742 1.761 -0.010
H: -0.427 1.605 1.201

Results
- E_LUMO: 0.82 eV
- E_tot: -361.805477 Eh
- Energy above the lowest of the compared OMol25 structures with the same formula, charge and spin: 47.3 kcal per mole
- HOMO level: -9.73 eV

natural (NBO) population analysis, charges in e, atoms 1 to 5: C -0.414; N -0.487; C 0.473; O -0.559; C 0.790


Record 10
The following is a quantum chemistry calculation of a molecular structure, C4H7NO2, from the Open Molecules 2025 dataset.

Positions of all 14 atoms, in Å:
C: 0.935 -1.244 -0.015
C: 0.391 0.095 -0.605
C: 0.918 1.318 0.190
O: 0.387 0.223 -1.879
C: -0.874 0.350 0.274
O: -0.399 1.196 1.134
N: -2.093 -0.121 0.178
H: 1.980 -1.342 -0.322
H: 0.868 -1.344 1.080
H: 0.367 -2.061 -0.474
H: 0.743 2.239 -0.364
H: 1.914 1.286 0.654
H: -2.871 0.121 0.777
H: -2.266 -0.715 -0.628

Results
- E_LUMO: 0.47 eV
- E_tot: -361.753294 Eh
- Energy above the lowest of the compared OMol25 structures with the same formula, charge and spin: 80.0 kcal per mole
- HOMO level: -7.70 eV

natural (NBO) population analysis, charges in e, atoms 1 to 5: C -0.659; C 0.223; C -0.060; O -0.827; C 0.648